No. 1
C7H10O in the gas phase. Source: OMol25; level of theory: ωB97M-V/def2-TZVPD.

HOMO-LUMO gap	10.065	eV
SMILES	C=C1CCC[C@H]2O[C@H]12
E_LUMO	0.0367	Eh
energy relative to the best compared isomer or geometry (same formula, charge and spin)	100.8	kcal per mole
electronic energy	-9464.1914	eV
F_max	3.13	eV/Å

```
! wB97M-V def2-TZVPD RIJCOSX def2/J DEFGRID3
* xyz 0 1
C -2.43026 -0.26532 -0.37144
C -1.26847 0.02923 0.16597
C -0.69936 1.54070 0.11420
C 0.95207 1.63640 0.11404
C 1.82777 0.32388 -0.31786
C 0.90970 -0.84590 -0.49405
O 0.58279 -2.06777 0.21130
C -0.08030 -0.82203 0.59395
H -2.86745 -1.27324 -0.16194
H -3.15204 0.50009 -0.68128
H -1.05760 1.89535 1.04158
H -1.29363 2.09092 -0.60682
H 1.23252 2.08879 1.12124
H 1.18866 2.43064 -0.66785
H 2.55537 0.57952 -1.07650
H 2.47893 0.09520 0.51201
H 0.57146 -1.05348 -1.55286
H 0.41462 -0.39345 1.55323
*
```

***

No. 2
A molecular structure, C17H32AsF7HgN4O3S2. Source: OMol25; level of theory: ωB97M-V/def2-TZVPD.

HOMO-LUMO gap	9.512	eV
E_LUMO	0.0075	Eh
energy relative to the best compared isomer or geometry (same formula, charge and spin)	5.7	kcal per mole
electronic energy	-135961.4594	eV
F_max	2.30	eV/Å

```
! wB97M-V def2-TZVPD RIJCOSX def2/J DEFGRID3
* xyz 0 1
Hg -0.58508 -1.03850 -0.06269
F 1.13952 2.82997 4.43900
C 0.66519 1.99406 3.47420
C 0.46717 2.48050 2.20356
C 0.01888 1.60748 1.20290
C -0.25898 0.25740 1.50045
C 0.01672 -0.16802 2.77928
C 0.43444 0.70505 3.78894
H 0.58484 3.53695 1.87000
H -0.07911 2.09983 0.23030
H -0.22347 -1.19876 3.08944
H 0.64765 0.33137 4.75329
C -3.39742 -0.21780 3.24333
N -3.75559 -0.94716 2.02144
C -4.30092 -0.08552 0.98580
C -3.09394 -2.09137 1.66407
O -2.70024 -2.39963 0.53664
N -2.85232 -2.95293 2.71173
C -3.94210 -3.11947 3.72331
C -1.91169 -4.05615 2.65631
H -2.91923 0.72803 3.01187
H -2.72423 -0.80591 3.78705
H -4.30561 -0.09292 3.80971
H -5.25127 0.28294 1.35633
H -4.49030 -0.64910 0.06579
H -3.66359 0.83315 0.76786
H -4.93078 -2.98475 3.23029
H -3.88099 -2.46069 4.56723
H -3.90698 -4.14280 4.11144
H -1.01940 -3.74121 2.06753
H -2.33428 -4.90081 2.10512
H -1.52517 -4.33439 3.62102
F 1.71418 1.19673 -1.86140
As 2.10538 1.96508 -3.39333
F 3.54408 1.04193 -3.57903
F 1.21109 0.70115 -4.24737
F 2.38863 2.79050 -4.87760
F 0.60706 2.85793 -3.26858
F 2.90978 3.19094 -2.53843
C -2.23413 0.50192 -3.75171
C -2.30230 1.14036 -2.36973
C -2.36634 2.63747 -2.38212
O -2.28467 0.50003 -1.34585
H -2.99873 0.84830 -4.40984
H -2.30926 -0.56717 -3.67747
H -1.30433 0.79243 -4.23530
H -1.90300 3.07398 -3.30349
H -1.85877 3.05212 -1.53400
H -3.40929 2.97435 -2.39689
C 4.96460 1.18139 0.09912
S 5.84370 0.19108 -1.08371
C 6.27941 1.47081 -2.22481
O 4.81253 -0.73670 -1.72066
H 5.56624 1.84595 0.68372
H 4.53196 0.51811 0.81498
H 4.16341 1.76118 -0.38500
H 7.04496 2.11591 -1.70510
H 5.50162 2.10010 -2.62763
H 6.75654 0.98679 -3.02259
N 2.53466 -2.25236 -0.79797
C 1.79907 -2.05802 -1.89186
N 2.31334 -1.56158 -2.98426
S 0.08972 -2.48002 -1.92530
H 3.53313 -1.96425 -0.73316
H 2.04643 -2.71386 -0.02808
H 3.23769 -1.14714 -3.05015
H 1.54987 -1.25426 -3.55793
*
```

***

No. 3
A molecular structure, C56H43GaO7P2S2. Source: OMol25; level of theory: ωB97M-V/def2-TZVPD.

HOMO-LUMO gap	8.127	eV
E_LUMO	0.0071	Eh
electronic energy	-165727.4577	eV
F_max	1.03	eV/Å

```
! wB97M-V def2-TZVPD RIJCOSX def2/J DEFGRID3
* xyz 0 1
Ga -1.35501 -0.22579 -0.34547
O -3.84644 -2.56999 -0.99377
S -3.90668 -1.92825 0.27979
O -4.26566 -2.74172 1.40681
O -2.60669 -1.19123 0.63178
C -5.10347 -0.57898 0.30353
C -6.31569 -0.88655 0.90814
C -7.28550 0.08974 1.07339
C -7.03320 1.39602 0.68215
C -5.82896 1.71700 0.07897
C -4.87184 0.73307 -0.12700
S -3.46906 1.17959 -1.12383
O -3.12401 -0.02527 -1.85886
O -3.84033 2.32444 -1.89671
O -2.30460 1.48598 -0.19132
H -6.46758 -1.90025 1.25369
H -8.24012 -0.16904 1.51217
H -7.78476 2.16183 0.82561
H -5.61238 2.71995 -0.26379
O 2.47139 -0.64165 2.16454
C 2.15313 -0.15812 3.41247
C 3.08201 0.12827 4.41065
C 2.65614 0.60727 5.63857
C 1.31014 0.81887 5.88504
C 0.39509 0.58179 4.87609
C 0.79598 0.10492 3.63220
P -0.49375 -0.18301 2.33558
C -1.50384 1.30938 2.66488
C -0.82366 2.52822 2.61419
C -1.50945 3.72293 2.74908
C -2.88839 3.71379 2.92114
C -3.57203 2.50886 2.94479
C -2.88628 1.30963 2.81036
C -1.31164 -1.61180 3.13349
C -2.21962 -1.52316 4.18184
C -2.77551 -2.67691 4.71669
C -2.42529 -3.92151 4.21771
C -1.50666 -4.01690 3.18275
C -0.95190 -2.86772 2.64734
C 3.78869 -0.86412 1.78887
C 4.60753 -1.76434 2.46206
C 5.92688 -1.91091 2.07231
C 6.43256 -1.17264 1.01222
C 5.59041 -0.33761 0.29862
C 4.25383 -0.18740 0.65952
P 3.03861 0.75832 -0.38089
C 3.61060 0.07003 -1.99314
C 4.51731 0.65338 -2.87308
C 4.92896 -0.03014 -4.01142
C 4.44567 -1.30128 -4.27935
C 3.55341 -1.89919 -3.39814
C 3.14352 -1.21644 -2.26510
C 3.77909 2.42957 -0.24007
C 3.77224 3.37123 -1.26806
C 4.13595 4.68938 -1.02386
C 4.51452 5.08915 0.24790
C 4.53644 4.15796 1.27842
C 4.16029 2.84566 1.03964
H 4.13760 0.01169 4.23195
H 3.38958 0.81931 6.40584
H 0.97853 1.18171 6.84888
H -0.65395 0.77705 5.05442
H 0.25041 2.53648 2.45930
H -0.97051 4.66134 2.71415
H -3.42736 4.64733 3.02181
H -4.64933 2.49900 3.05888
H -3.43419 0.37568 2.79487
H -2.50553 -0.56134 4.58656
H -3.49031 -2.59938 5.52673
H -2.87134 -4.81660 4.63160
H -1.23624 -4.98631 2.78357
H -0.23993 -2.93388 1.82974
H 4.20925 -2.36928 3.26573
H 6.56436 -2.60858 2.60063
H 7.47387 -1.26284 0.73026
H 5.96943 0.20466 -0.55824
H 4.92270 1.63612 -2.67117
H 5.63767 0.43451 -4.68677
H 4.75898 -1.82400 -5.17486
H 3.17407 -2.89296 -3.60012
H 2.45511 -1.68698 -1.57014
H 3.47438 3.08671 -2.26784
H 4.11715 5.40382 -1.83789
H 4.78520 6.11884 0.44368
H 4.84688 4.45550 2.27283
H 4.16392 2.13087 1.85606
C 0.87459 1.76414 -6.71389
C 0.01598 2.56728 -5.97651
C -0.30387 2.22600 -4.67145
C 0.21664 1.06982 -4.08554
C 1.11517 0.29542 -4.82073
C 1.43441 0.63759 -6.12487
C -0.19760 0.76236 -2.70194
C -0.41589 -0.40474 -2.08705
C -0.48733 -1.79689 -2.57864
C -0.75167 -2.13424 -3.90934
C -0.84363 -3.46184 -4.29359
C -0.70875 -4.48339 -3.36317
C -0.50113 -4.16580 -2.03048
C -0.39572 -2.83923 -1.65230
H 1.11248 2.01940 -7.73876
H -0.41015 3.45816 -6.42053
H -0.98999 2.83894 -4.09695
H 1.56943 -0.57542 -4.36382
H 2.11414 0.01313 -6.69223
H -0.37432 1.66238 -2.11634
H -0.93946 -1.35774 -4.63482
H -1.04623 -3.69970 -5.33086
H -0.80991 -5.51642 -3.67024
H -0.44568 -4.95019 -1.28561
H -0.26396 -2.58930 -0.60113
*
```

***

No. 4
13 unconnected molecules or ions with the total composition C42H88N10O19. Source: OMol25; level of theory: ωB97M-V/def2-TZVPD.

HOMO-LUMO gap (alpha / beta)	6.709 / 1.834	eV
E_LUMO (alpha / beta)	-0.1301 / -0.3093	Eh
electronic energy	-98773.5679	eV
F_max	5.79	eV/Å

```
! wB97M-V def2-TZVPD RIJCOSX def2/J DEFGRID3
* xyz 1 2
C -1.74215 -6.04634 3.02731
C -2.34093 -5.94758 1.58178
C -3.59011 -5.14371 1.47814
O -2.99594 -3.87455 1.08502
C -1.79778 -4.09022 0.55048
O -1.10638 -3.27961 -0.07246
O -1.50560 -5.31561 0.66501
H -2.51367 -6.22638 3.77594
H -1.30597 -5.12576 3.41508
H -0.98658 -6.83112 3.06379
H -2.47563 -6.99623 1.31666
H -4.22686 -5.15137 2.36278
H -4.23383 -5.41932 0.64282
C -5.13535 3.11341 -3.06708
C -5.62435 2.12726 -1.95240
C -5.42866 2.62439 -0.53898
O -6.55522 2.25278 0.12984
C -7.47715 1.97979 -0.74971
O -8.61023 1.58395 -0.42824
O -7.00229 2.13653 -2.00139
H -4.05424 3.20945 -3.16750
H -5.53989 4.11518 -2.92240
H -5.47094 2.78767 -4.05165
H -5.36576 1.06894 -1.98718
H -5.44950 3.71103 -0.45602
H -4.52688 2.13158 -0.17561
C 1.33259 -0.40090 -0.65090
C 0.28767 0.45987 -1.47674
C -0.97514 -0.24902 -1.72430
O -2.07218 0.63418 -1.49179
C -1.55447 1.62533 -0.85882
O -2.21071 2.51273 -0.34807
O -0.17795 1.49434 -0.71197
H 1.50508 -1.39427 -1.06511
H 1.10547 -0.48492 0.41187
H 2.36022 -0.04412 -0.71999
H 0.69878 0.88791 -2.39100
H -1.12621 -1.06683 -1.01969
H -1.02255 -0.70855 -2.71157
C 0.31246 -3.72614 -2.96304
O 1.22199 -3.23205 -3.56073
N 0.09852 -5.05829 -2.92062
C 1.11056 -6.02252 -3.39598
C -1.18771 -5.60664 -2.55863
H -0.54280 -3.16933 -2.54990
H 0.61596 -6.58761 -4.18600
H 1.55258 -6.67026 -2.63890
H 1.87329 -5.55518 -4.01883
H -1.83416 -4.77062 -2.29168
H -1.67636 -6.01296 -3.44420
H -1.20206 -6.45640 -1.87614
C -2.15794 -1.69844 -5.94975
O -2.04772 -2.90481 -5.94076
N -2.95214 -1.09055 -5.05459
C -3.17252 0.32429 -5.05538
C -3.66603 -1.79534 -4.00108
H -1.73218 -0.96259 -6.64937
H -2.51169 0.78532 -5.78944
H -3.04267 0.78367 -4.07547
H -4.21270 0.60703 -5.21721
H -4.74092 -1.63618 -4.08685
H -3.54853 -2.87859 -3.97166
H -3.33317 -1.42839 -3.03017
C 6.38581 -3.02706 -3.97402
O 7.40811 -2.53063 -4.45245
N 5.82564 -2.62269 -2.79812
C 4.66810 -3.34357 -2.20132
C 6.34336 -1.47631 -1.99685
H 5.86967 -3.94547 -4.29389
H 4.91488 -3.58667 -1.16783
H 4.51445 -4.28779 -2.72375
H 3.80047 -2.71664 -2.40696
H 6.89415 -0.79012 -2.64017
H 5.52012 -0.83624 -1.67952
H 6.97885 -1.77322 -1.16251
C -0.42512 -1.42281 4.32816
O 0.51856 -0.84620 3.78045
N -1.65629 -1.41057 3.82044
C -2.77791 -1.96123 4.56191
C -1.94662 -0.90231 2.50707
H -0.36309 -2.02850 5.24548
H -3.52879 -1.19623 4.75955
H -2.47610 -2.40333 5.51141
H -3.25145 -2.76494 3.99806
H -2.24005 -1.71800 1.84626
H -2.74631 -0.16194 2.52854
H -1.11418 -0.51583 1.91905
C 1.95886 -5.21269 2.46319
O 1.93839 -5.18165 3.71973
N 2.06291 -4.17514 1.56243
C 2.30318 -2.82877 1.94484
C 2.13222 -4.36489 0.07582
H 1.87374 -6.16624 1.91942
H 1.40512 -2.28739 1.64737
H 3.18047 -2.37816 1.48072
H 2.32127 -2.74232 3.03125
H 1.32859 -3.84812 -0.44878
H 2.96795 -3.88308 -0.43165
H 1.89539 -5.40443 -0.15082
C 1.84080 4.48034 -3.42135
O 0.72060 4.10838 -3.05577
N 2.85452 4.42327 -2.56585
C 4.13091 5.04923 -2.86402
C 2.66641 3.93935 -1.21737
H 2.16838 4.97520 -4.34871
H 4.24262 5.92433 -2.22385
H 4.10537 5.37568 -3.90367
H 4.96391 4.35707 -2.74103
H 1.65817 3.55852 -1.05451
H 3.40589 3.19654 -0.91819
H 2.61012 4.72104 -0.45981
C 4.78346 -0.19554 1.91501
O 4.52963 -0.69332 0.77463
N 6.02579 -0.16236 2.44991
C 6.21353 0.39799 3.75893
C 7.13990 -0.78768 1.80605
H 4.01576 0.21876 2.58672
H 6.68477 -0.19290 4.54434
H 5.25435 0.71417 4.16893
H 6.86721 1.26837 3.70191
H 7.67039 -1.46167 2.47866
H 6.96375 -1.24542 0.83263
H 7.59911 0.15776 1.51730
C -2.81496 4.48117 5.00615
O -2.60300 3.98388 6.07497
N -3.05196 3.78564 3.88228
C -3.03687 4.45268 2.56772
C -2.88534 2.37955 3.71123
H -2.80407 5.57591 4.88944
H -2.24199 4.07071 1.92712
H -2.68361 5.48360 2.59024
H -4.00401 4.45192 2.06496
H -2.89837 1.90756 4.69367
H -3.65414 1.93674 3.07801
H -1.95666 2.13986 3.19335
C 3.14850 3.06894 3.58436
O 4.19988 2.84659 2.97227
N 1.92013 2.64317 3.20733
C 0.72911 2.90045 4.06081
C 1.68439 1.83176 2.05960
H 3.09085 3.69781 4.48625
H 0.18279 1.97926 4.26341
H 0.05288 3.39427 3.36299
H 0.78544 3.37849 5.03876
H 1.10425 0.92918 2.25167
H 1.05904 2.26591 1.27950
H 2.60905 1.45406 1.62321
C -2.75366 5.55192 -1.32463
O -3.87541 5.85480 -1.79175
N -1.96113 6.34601 -0.50238
C -2.42346 7.63469 0.05324
C -0.58195 5.97543 -0.26502
H -2.15125 4.66847 -1.58699
H -2.37783 7.68553 1.14110
H -3.41922 7.88392 -0.31344
H -1.69072 8.39912 -0.20531
H -0.17019 6.55684 0.55991
H -0.47818 4.94719 0.08147
H 0.03922 6.17377 -1.13848
*
```